# 1
{
  "formula": "C20H46O4P4Sn",
  "method": "ωB97M-V with the def2-TZVPD basis set",
  "energy_ev": -72620.1201,
  "e_lumo_ev": [-14.308, -15.636],
  "charge": 4,
  "relative_energy_kcal_mol": 3.3,
  "homo_ev": [-16.9, -17.2],
  "orbital_gap_ev": [2.552, 1.542],
  "max_force_ev_per_a": 6.29,
  "species": ["Sn", "P", "P", "P", "H", "C", "C", "H", "C", "C", "C", "C", "C", "C", "C", "C", "C", "H", "H", "H", "H", "H", "H", "H", "H", "H", "H", "H", "H", "H", "H", "H", "H", "H", "H", "H", "H", "H", "H", "H", "H", "H", "H", "H", "H", "H", "C", "C", "C", "C", "C", "C", "O", "H", "H", "H", "H", "H", "H", "C", "O", "P", "O", "C", "O", "C", "H", "H", "H", "H", "H", "H", "H", "H", "H"],
  "coordinates": [[0.264730, 0.083723, -0.248809], [1.943880, 0.844920, 1.625909], [-0.900977, 2.260485, -0.890047], [2.349117, -0.558068, -1.657291], [-1.251315, -1.772833, 1.242204], [-0.458092, -2.315519, 0.699700], [0.639381, -2.780975, 1.372169], [0.933884, -2.375446, 2.350810], [1.305863, 1.028977, 3.317173], [2.762226, 2.456388, 1.332747], [3.304194, -0.347507, 1.892960], [-2.389930, 1.717277, -1.777836], [-1.567652, 3.341100, 0.399376], [0.103596, 3.248081, -2.010605], [3.113257, -2.121295, -1.150032], [3.621775, 0.711706, -1.929787], [1.729269, -0.940051, -3.297640], [-0.681151, -2.611861, -0.343328], [1.253551, -3.589030, 0.959764], [0.607570, 0.216696, 3.565181], [0.773663, 1.982075, 3.436122], [2.140786, 0.986938, 4.033060], [2.033298, 3.275787, 1.428916], [3.216972, 2.507989, 0.333178], [3.551308, 2.600623, 2.088225], [2.917398, -1.303078, 2.273942], [3.985257, 0.083850, 2.642823], [3.878017, -0.543737, 0.980162], [-2.543827, 2.378481, -2.637241], [-3.253149, 1.789340, -1.100609], [-2.319929, 0.674410, -2.128516], [-1.819557, 4.333556, -0.013275], [-0.833829, 3.457867, 1.209977], [-2.478128, 2.873312, 0.808113], [-0.432475, 4.148999, -2.336355], [0.377888, 2.649708, -2.886865], [1.024343, 3.556570, -1.502703], [3.697039, -2.475773, -2.011434], [2.341961, -2.865238, -0.900714], [3.775100, -1.995059, -0.285417], [4.247069, 0.379235, -2.773101], [4.256513, 0.860493, -1.043460], [3.149080, 1.670286, -2.199042], [2.523818, -1.318709, -3.950269], [1.299376, -0.032968, -3.734803], [0.930506, -1.683718, -3.222471], [-1.478794, -1.552031, -4.712984], [-2.738096, -1.244192, -5.255860], [-3.332597, -2.167118, -6.123210], [-2.700035, -3.358578, -6.481782], [-1.411011, -3.605110, -6.003490], [-0.784687, -2.686082, -5.151543], [-0.978770, -0.799147, -3.656419], [-1.219767, 0.139803, -3.761583], [-3.200830, -0.292067, -4.982362], [-4.322607, -1.966710, -6.524682], [-3.164387, -4.071439, -7.166127], [-0.849103, -4.491338, -6.313165], [0.255291, -2.816527, -4.855145], [-1.022899, -2.333027, 4.744475], [-0.908509, -1.066890, 4.063625], [-2.319055, -0.135114, 3.898051], [-2.654493, 0.128203, 5.473930], [-1.699472, 0.641040, 6.420743], [-1.748302, 1.365436, 3.443717], [-2.236294, 2.622139, 3.973322], [-0.078632, -2.870102, 4.598927], [-1.839342, -2.919520, 4.303647], [-1.209836, -2.183515, 5.815814], [-1.378018, -0.185584, 7.064144], [-0.814204, 1.117621, 5.963406], [-2.242462, 1.385534, 7.014464], [-2.425035, 3.255355, 3.094187], [-3.172543, 2.530556, 4.555555], [-1.447160, 3.070376, 4.599509]],
  "forces_ev_per_angstrom": [[0.902, -0.543, 0.599], [0.787, 0.461, 1.040], [-0.990, 0.907, -0.799], [0.361, -0.289, -1.272], [0.460, -0.207, -0.361], [0.198, -0.012, 0.033], [-0.304, 0.228, -0.279], [-0.447, -0.482, -0.320], [-0.518, -0.114, 0.237], [-0.102, 0.065, -0.407], [0.030, -0.179, -0.275], [-0.073, -0.430, -0.107], [0.256, -0.133, 0.748], [0.494, 0.027, -0.069], [0.040, -0.032, 0.579], [0.053, 0.264, 0.413], [-0.193, 0.110, -0.099], [-0.122, -0.297, 0.880], [-0.054, 0.494, 0.073], [0.421, 0.297, -0.128], [0.222, -0.221, -0.090], [-0.121, 0.119, -0.324], [0.206, -0.260, -0.013], [-0.091, -0.002, 0.324], [-0.263, -0.108, -0.191], [0.127, 0.304, -0.098], [-0.230, -0.075, -0.200], [-0.113, 0.187, 0.329], [-0.090, -0.041, 0.119], [0.223, -0.013, -0.280], [-0.044, 0.365, 0.115], [0.125, -0.411, 0.003], [-0.239, 0.178, -0.200], [0.350, 0.201, -0.170], [-0.019, -0.210, 0.068], [-0.074, 0.135, 0.059], [-0.118, 0.045, -0.098], [-0.111, 0.076, 0.192], [0.267, 0.241, -0.240], [-0.133, -0.195, -0.346], [-0.148, 0.040, 0.246], [-0.140, -0.055, -0.330], [0.173, -0.347, 0.028], [0.080, 0.119, 0.236], [0.116, -0.277, -0.072], [0.313, 0.204, -0.023], [-1.149, -0.708, -0.891], [0.512, -0.534, 0.118], [-0.210, 0.376, 0.003], [0.459, 0.019, 0.168], [0.407, 0.321, 0.033], [-0.154, 0.184, 0.252], [0.119, 1.069, 0.253], [-0.129, -0.685, -0.398], [-0.188, -0.400, -0.108], [0.181, 0.096, 0.051], [0.025, 0.305, 0.296], [-0.300, 0.328, 0.057], [-0.294, -0.264, 0.036], [-0.286, -1.105, 0.531], [-1.936, 1.676, -1.591], [3.022, 2.404, 4.964], [-1.090, -1.045, -3.408], [0.758, 0.475, 1.000], [-0.444, -2.988, -0.435], [-0.749, 1.002, 0.034], [-0.242, 0.282, -0.020], [0.247, 0.015, 0.173], [0.028, 0.052, -0.358], [-0.128, 0.240, -0.145], [-0.459, -0.304, -0.065], [0.158, -0.265, -0.110], [0.049, -0.173, 0.506], [0.566, -0.168, -0.255], [-0.244, -0.339, -0.221]]
}

# 2
{
  "formula": "C20H46OP4Ru",
  "method": "ωB97M-V with the def2-TZVPD basis set",
  "energy_ev": -63240.8988,
  "e_lumo_ev": [-8.514, -12.849],
  "charge": 3,
  "spin_multiplicity": 6,
  "relative_energy_kcal_mol": 0.0,
  "homo_ev": [-14.7, -17.2],
  "orbital_gap_ev": [6.155, 4.330],
  "max_force_ev_per_a": 4.25,
  "species": ["Ru", "P", "P", "P", "H", "C", "C", "H", "C", "C", "C", "C", "C", "C", "C", "C", "C", "H", "H", "H", "H", "H", "H", "H", "H", "H", "H", "H", "H", "H", "H", "H", "H", "H", "H", "H", "H", "H", "H", "H", "H", "H", "H", "H", "H", "H", "C", "C", "C", "C", "C", "C", "O", "H", "H", "H", "H", "H", "H", "C", "P", "C", "C", "H", "H", "H", "H", "H", "H", "H", "H", "H"],
  "coordinates": [[0.039863, 0.084013, 0.540862], [-1.823484, -1.241042, 0.631249], [1.271532, -0.475404, 2.382342], [1.348379, -1.374116, -0.793165], [1.668764, 2.298339, 0.293545], [1.006168, 1.769728, -0.419539], [-0.347434, 2.169452, -0.601378], [-0.746665, 2.957647, 0.026243], [-3.469111, -0.737541, 1.317902], [-1.497820, -2.726140, 1.706188], [-2.273246, -1.906729, -1.004737], [2.700543, 0.631896, 2.628398], [0.597172, -0.509594, 4.111463], [2.097855, -2.119827, 2.538618], [1.035174, -1.659015, -2.597353], [1.648233, -3.181202, -0.423879], [3.022549, -0.625429, -0.804656], [1.571227, 1.450579, -1.313492], [-0.910150, 1.985299, -1.510415], [-3.932223, 0.029962, 0.685251], [-3.366665, -0.315876, 2.328291], [-4.169447, -1.589550, 1.371564], [-1.109613, -2.396814, 2.683331], [-0.739797, -3.373944, 1.245198], [-2.417281, -3.312836, 1.871592], [-2.282400, -1.107013, -1.752180], [-3.261977, -2.376204, -1.011766], [-1.540298, -2.642470, -1.342031], [3.287009, 0.302018, 3.492399], [2.376573, 1.659355, 2.805787], [3.360700, 0.622043, 1.759961], [1.210377, -1.168627, 4.746522], [-0.424624, -0.906374, 4.130844], [0.616812, 0.488049, 4.567369], [3.000105, -2.189959, 1.925380], [1.412619, -2.933679, 2.281147], [2.414030, -2.281402, 3.578187], [1.382390, -2.650787, -2.920173], [1.559200, -0.921088, -3.217837], [-0.043177, -1.605691, -2.801298], [1.886980, -3.730528, -1.350322], [0.740969, -3.625357, 0.007295], [2.497720, -3.322456, 0.256520], [3.433532, -0.670362, -1.818223], [3.697406, -1.137971, -0.114226], [2.995103, 0.425449, -0.508375], [-0.950299, 0.347367, -4.631406], [0.029633, 1.003797, -3.873024], [1.192455, 1.461023, -4.500632], [1.366764, 1.259657, -5.870870], [0.388836, 0.581733, -6.607656], [-0.818567, 0.208429, -6.017570], [-2.017307, -0.296968, -4.014722], [-2.652157, 0.328648, -3.669184], [-0.066777, 1.010001, -2.783095], [1.916756, 2.020201, -3.909317], [2.277140, 1.631487, -6.344256], [0.521265, 0.403426, -7.671511], [-1.635164, -0.255141, -6.571418], [0.048979, 3.343657, 2.597078], [-1.157500, 1.964641, 2.376193], [-1.655389, 1.748566, 4.109694], [-2.716499, 2.700132, 1.707116], [0.383786, 3.325970, 3.642247], [-0.486104, 4.278684, 2.390591], [0.933897, 3.244430, 1.955791], [-0.934262, 2.276176, 4.745360], [-1.686239, 0.689095, 4.368832], [-2.655774, 2.183035, 4.212446], [-3.499362, 2.652220, 2.483180], [-2.591917, 3.753554, 1.400631], [-3.059768, 2.077393, 0.867129]],
  "forces_ev_per_angstrom": [[0.135, 1.764, -0.595], [-3.217, -2.104, 0.946], [1.753, -1.033, 3.733], [1.368, -2.230, -1.797], [-0.647, -0.389, -0.201], [-0.776, 1.469, -1.587], [1.662, 0.152, 0.840], [-0.098, -0.210, -0.041], [0.008, 0.467, -0.028], [0.307, 0.107, -0.158], [0.060, -0.017, -0.367], [0.232, 0.251, -0.137], [-0.250, 0.170, 0.071], [0.149, -0.281, -0.359], [-0.319, 0.310, -0.471], [0.145, -0.057, 0.200], [0.394, 0.129, 0.016], [-0.483, -0.045, 0.553], [0.070, -0.114, 0.240], [0.139, -0.163, 0.103], [0.078, -0.155, -0.264], [0.520, 0.162, -0.119], [-0.239, -0.105, -0.341], [-0.311, 0.171, 0.180], [0.295, 0.323, -0.191], [-0.002, -0.068, 0.216], [0.138, 0.024, 0.223], [-0.019, -0.023, 0.101], [-0.180, -0.034, -0.060], [-0.009, -0.075, 0.001], [-0.037, 0.013, 0.014], [-0.145, 0.330, -0.375], [0.229, 0.168, 0.050], [-0.149, -0.243, -0.196], [-0.197, 0.004, -0.033], [0.175, 0.132, 0.023], [-0.109, 0.260, -0.335], [-0.061, 0.375, 0.233], [-0.206, -0.152, 0.252], [0.298, -0.011, -0.058], [-0.131, 0.377, 0.427], [0.415, 0.014, -0.108], [-0.451, 0.028, -0.137], [0.082, -0.147, 0.211], [-0.076, -0.068, -0.172], [0.116, -0.323, -0.044], [-1.998, -1.165, 0.710], [2.049, 0.729, 0.350], [-1.581, 0.247, 1.940], [0.784, 0.227, -0.150], [-2.107, -0.619, -0.630], [1.216, -0.333, -1.320], [1.958, 0.825, -1.462], [-0.496, 0.476, 0.472], [0.016, 0.171, -0.654], [0.015, -0.280, -0.238], [-0.278, -0.146, -0.031], [0.065, 0.092, 0.151], [0.311, 0.088, 0.028], [-0.074, 0.005, -0.224], [-0.254, 0.373, 0.229], [-0.254, -0.268, 0.339], [-0.166, -0.029, -0.233], [-0.037, 0.180, -0.368], [0.421, -0.015, 0.126], [-0.347, 0.257, 0.109], [-0.407, -0.305, 0.088], [-0.182, 0.309, 0.227], [0.345, -0.120, 0.367], [0.357, 0.125, -0.401], [-0.096, -0.487, 0.020], [0.084, 0.508, 0.100]]
}

# 3
{
  "formula": "C20H46OP4Sc",
  "method": "ωB97M-V with the def2-TZVPD basis set",
  "energy_ev": -81361.5206,
  "e_lumo_ev": [-12.112, -12.111],
  "charge": 3,
  "relative_energy_kcal_mol": 34.8,
  "homo_ev": [-16.4, -16.4],
  "orbital_gap_ev": [4.265, 4.266],
  "max_force_ev_per_a": 4.85,
  "species": ["Sc", "P", "P", "P", "H", "C", "C", "H", "C", "C", "C", "C", "C", "C", "C", "C", "C", "H", "H", "H", "H", "H", "H", "H", "H", "H", "H", "H", "H", "H", "H", "H", "H", "H", "H", "H", "H", "H", "H", "H", "H", "H", "H", "H", "H", "H", "C", "C", "C", "C", "C", "C", "O", "H", "H", "H", "H", "H", "H", "C", "P", "C", "C", "H", "H", "H", "H", "H", "H", "H", "H", "H"],
  "coordinates": [[0.393564, 0.161393, -0.059233], [0.796965, 1.522413, 2.247528], [-0.905222, -1.495206, 2.186558], [-2.260356, 0.849770, 0.194012], [2.673275, -0.163552, -5.421089], [1.893972, 0.578800, -5.293447], [1.989241, 1.689927, -4.344332], [2.864323, 1.469848, -3.694282], [2.522360, 1.583696, 2.854052], [-0.047019, 1.549255, 3.868091], [0.531398, 3.262860, 1.739438], [-1.792605, -2.910385, 1.420983], [0.120062, -2.382943, 3.439643], [-2.211750, -0.963842, 3.351977], [-2.242563, 2.086652, -1.154136], [-3.318952, 1.736561, 1.411700], [-3.479833, -0.358860, -0.465547], [1.237062, 0.733423, -6.150429], [2.202599, 2.649096, -4.847494], [3.221782, 1.545602, 2.009690], [2.723063, 0.735498, 3.521603], [2.657710, 2.525754, 3.402153], [0.149476, 0.630159, 4.435218], [-1.131323, 1.668396, 3.757241], [0.339147, 2.400682, 4.447736], [0.843530, 3.407059, 0.697749], [1.139997, 3.901761, 2.388761], [-0.525544, 3.537392, 1.830659], [-2.163447, -3.555871, 2.221268], [-1.123716, -3.470276, 0.768369], [-2.630884, -2.545669, 0.825204], [-0.555224, -2.871313, 4.147657], [0.738138, -1.669066, 3.988344], [0.764116, -3.138375, 2.992997], [-2.978147, -1.751897, 3.423965], [-2.700813, -0.035337, 3.034243], [-1.792062, -0.801384, 4.357049], [-3.226433, 2.576220, -1.185955], [-2.031219, 1.617430, -2.123839], [-1.471693, 2.846623, -0.958661], [-3.922518, 2.479948, 0.877369], [-2.702782, 2.257877, 2.152960], [-3.999144, 1.045087, 1.921383], [-4.197084, 0.163335, -1.112204], [-4.021899, -0.846369, 0.354786], [-2.948538, -1.117681, -1.049773], [0.533652, 0.389690, -3.083583], [-0.099211, -0.613209, -3.820633], [-1.105503, -0.247729, -4.710438], [-1.388986, 1.127345, -4.892931], [-0.584748, 2.105768, -4.388522], [0.622914, 1.791926, -3.572745], [1.058949, 0.137062, -1.926411], [-0.434001, -1.289127, -1.078667], [0.139785, -1.649537, -3.585607], [-1.652846, -1.017521, -5.244621], [-2.255303, 1.398353, -5.503803], [-0.820725, 3.165256, -4.563577], [0.731652, 2.521375, -2.754160], [1.558685, -3.487330, 0.336934], [2.124894, -1.766903, 0.606576], [3.275064, -1.916916, 2.013450], [3.315960, -1.629155, -0.775287], [2.429658, -4.138840, 0.181972], [0.970651, -3.880941, 1.173795], [0.928382, -3.505016, -0.561851], [4.089247, -2.602210, 1.736428], [2.771481, -2.300013, 2.908836], [3.704021, -0.934687, 2.255378], [4.111417, -2.372742, -0.636340], [2.801725, -1.796724, -1.729865], [3.752175, -0.622666, -0.794292]],
  "forces_ev_per_angstrom": [[-1.825, -2.465, 1.921], [0.300, 0.724, 0.687], [0.050, -0.786, -0.051], [-0.676, -0.034, -0.356], [-0.084, -0.324, 0.360], [-0.129, 1.246, -0.936], [1.368, -0.720, -0.009], [-0.903, 0.440, 0.166], [0.151, -0.055, -0.270], [-0.366, -0.222, 0.099], [0.105, 0.023, -0.125], [0.217, 0.081, -0.001], [-0.035, 0.092, -0.127], [-0.456, 0.543, 0.262], [0.008, 0.352, -0.169], [0.299, 0.259, 0.173], [0.230, -0.107, -0.136], [-0.331, -0.520, 0.227], [-0.250, -0.252, -0.255], [0.008, 0.071, 0.258], [-0.052, 0.232, -0.169], [0.089, -0.300, -0.076], [-0.044, 0.233, -0.168], [0.258, -0.053, 0.050], [-0.053, -0.213, -0.213], [0.008, 0.179, 0.154], [-0.232, 0.100, -0.200], [0.189, -0.024, -0.021], [-0.014, -0.031, -0.147], [-0.155, 0.006, 0.004], [0.093, -0.100, 0.081], [0.109, -0.012, -0.075], [-0.004, -0.062, 0.025], [-0.064, 0.059, 0.117], [0.289, 0.257, 0.018], [0.112, -0.335, 0.226], [-0.171, -0.013, -0.390], [0.336, -0.028, -0.273], [-0.125, 0.015, 0.184], [-0.240, 0.001, -0.047], [0.090, -0.168, 0.140], [-0.255, -0.048, -0.066], [0.229, 0.162, -0.130], [0.066, -0.097, 0.243], [0.139, 0.142, -0.225], [-0.171, 0.105, 0.101], [1.489, 0.029, 4.615], [0.020, -1.145, -1.629], [1.117, -0.176, 0.485], [-0.480, 1.057, -0.537], [-0.112, 0.317, -0.444], [-0.975, 0.145, 0.063], [0.079, 1.673, -3.951], [-0.241, 0.492, 0.974], [-0.224, 0.225, 0.000], [-0.131, 0.090, 0.088], [0.290, -0.010, 0.259], [0.152, -0.513, -0.064], [0.137, -0.318, -0.274], [-0.208, -0.083, -0.093], [0.556, -0.661, -0.330], [0.081, 0.256, 0.308], [0.140, 0.107, -0.144], [-0.169, 0.192, 0.068], [0.238, 0.125, -0.273], [0.161, -0.038, 0.211], [-0.257, 0.168, 0.100], [0.164, 0.108, -0.266], [-0.029, -0.328, -0.084], [-0.135, 0.217, -0.182], [0.156, -0.067, 0.236], [0.073, -0.213, 0.004]]
}

> Which formula does entry 1 have?

C20H46O4P4Sn